This record from the Open Molecules 2025 dataset describes a single C2H6IN molecule at a distorted geometry. The level of theory is ωB97M-V/def2-TZVPD.

Geometry as ORCA input:
```
! RIJCOSX wB97M-V def2-TZVPD def2/J DEFGRID3
* xyz 0 1
C 0.565 1.125 0.475
C -0.537 -0.933 -0.716
N -0.102 0.447 -1.047
I 1.157 0.582 -2.578
H 0.298 2.191 0.378
H -0.038 0.632 1.233
H 1.598 0.694 0.620
H -1.166 -1.314 -1.549
H 0.178 -1.540 -0.132
H -1.392 -0.702 -0.009
*
```

Computed properties:
Gap between HOMO and LUMO in eV: 8.812
LUMO level in eV: 0.431
E_HOMO in eV: -8.4
ΔE to the lowest compared entry with this formula, charge and spin in kcal per mole: 26.7

Here is what natural (NBO) gives for the atomic charges, in e: -0.409, -0.459, -0.643, 0.271, 0.226, 0.194, 0.208, 0.223, 0.190, 0.199


This record from the Open Molecules 2025 dataset describes 2 unconnected molecules or ions with the total composition C4H8N2O at a distorted geometry. The level of theory is ωB97M-V/def2-TZVPD.

Geometry as ORCA input:
```
! RIJCOSX wB97M-V def2-TZVPD def2/J DEFGRID3
* xyz 0 1
C -2.427 0.071 0.104
C 1.866 -0.450 0.259
C 0.684 0.574 0.172
C 0.200 0.685 -1.140
N -1.889 -1.210 0.606
N -2.110 -0.804 -0.795
O -2.889 1.020 0.586
H 2.882 -0.003 -0.046
H 1.930 -0.753 1.388
H 1.495 -1.201 -0.450
H 1.008 1.541 0.596
H -0.007 0.325 0.968
H -0.053 1.747 -1.393
H 0.305 -0.208 -1.897
H -0.995 -1.334 1.041
*
```

Computed properties:
Gap between HOMO and LUMO (alpha / beta) in eV: 9.670 / 6.825
LUMO level (alpha / beta) in eV: -0.204 / -1.611
E_HOMO (alpha / beta) in eV: -9.9 / -8.4
ΔE to the lowest compared entry with this formula, charge and spin in kcal per mole: 169.1

Here is what natural (NBO) gives for the atomic charges, in e: 0.727, -0.603, -0.536, -0.252, -0.472, -0.218, -0.520, 0.221, 0.210, 0.207, 0.227, 0.217, 0.205, 0.214, 0.373


This record from the Open Molecules 2025 dataset describes a molecular structure, C43H49BMgN6O8P3S2Te. The level of theory is ωB97M-V/def2-TZVPD.

Geometry as ORCA input:
```
! RIJCOSX wB97M-V def2-TZVPD def2/J DEFGRID3
* xyz -1 1
Mg -0.155 -1.105 0.717
C -0.650 1.295 -3.939
N -0.748 2.607 -3.302
C -0.318 3.768 -3.913
C -0.548 4.773 -3.044
N -1.108 4.244 -1.904
B -1.510 5.241 -0.723
N -2.199 4.468 0.424
C -3.547 4.436 0.707
C -3.713 3.734 1.852
N -2.458 3.343 2.270
C -2.138 2.558 3.454
C -1.544 3.822 1.411
S 0.169 3.604 1.514
C -1.217 2.930 -2.080
S -2.059 1.872 -0.968
H 0.037 1.397 -4.778
H -1.615 0.947 -4.292
H -0.262 0.576 -3.231
H 0.112 3.758 -4.900
H -0.364 5.830 -3.131
H -2.300 6.018 -1.217
H -0.514 5.767 -0.311
H -4.268 4.907 0.063
H -4.599 3.483 2.407
H -3.064 2.216 3.907
H -1.570 3.175 4.150
H -1.512 1.711 3.174
O 0.964 -2.134 -0.667
P 1.098 -2.635 -2.080
C 2.039 -1.469 -3.143
P 2.842 -0.148 -2.202
O 1.941 0.636 -1.315
C 4.224 -0.951 -1.357
C 4.602 -0.438 -0.117
C 5.635 -1.026 0.599
C 6.315 -2.111 0.065
C 5.975 -2.595 -1.191
C 4.935 -2.017 -1.903
C 3.574 0.933 -3.457
C 3.662 2.286 -3.132
C 4.204 3.188 -4.038
C 4.654 2.744 -5.273
C 4.576 1.397 -5.598
C 4.048 0.491 -4.689
C -0.411 -2.973 -2.955
C -0.679 -2.494 -4.260
C -1.874 -2.977 -4.860
C -2.811 -3.690 -4.177
C -2.735 -3.862 -2.677
C -1.288 -3.769 -2.260
C 2.151 -4.101 -2.061
C 2.400 -4.820 -3.227
C 3.228 -5.930 -3.190
C 3.805 -6.329 -1.988
C 3.552 -5.617 -0.824
C 2.723 -4.503 -0.859
H 1.337 -0.995 -3.820
H 2.762 -2.035 -3.731
H 4.073 0.421 0.275
H 5.904 -0.634 1.572
H 7.116 -2.577 0.625
H 6.513 -3.435 -1.614
H 4.684 -2.409 -2.881
H 3.286 2.619 -2.171
H 4.264 4.238 -3.780
H 5.073 3.448 -5.982
H 4.922 1.052 -6.565
H 4.000 -0.561 -4.948
H 0.016 -1.903 -4.839
H -2.016 -2.811 -5.926
H -3.662 -4.120 -4.700
H -3.157 -4.833 -2.387
H -0.968 -4.266 -1.349
H 1.925 -4.514 -4.156
H 3.425 -6.490 -4.096
H 4.446 -7.201 -1.961
H 4.002 -5.927 0.111
H 2.510 -3.934 0.038
C -3.604 -4.120 0.246
N -3.256 -2.890 -0.440
C -3.585 -2.805 -1.870
C -3.376 -1.377 -2.285
C -2.517 -0.633 -1.595
O -2.328 0.669 -2.056
N -1.788 -1.032 -0.518
C -2.102 -2.265 -0.037
O -1.367 -2.778 0.849
H -4.625 -4.384 -0.032
H -3.548 -3.963 1.320
H -2.939 -4.953 -0.008
H -4.649 -3.050 -1.986
H -3.868 -0.989 -3.164
C -2.706 -2.884 4.086
C -2.114 -1.775 4.936
O -0.698 -1.731 4.790
P -0.078 -0.499 3.834
O -0.827 -0.679 2.481
Te 0.581 5.271 3.266
O 1.377 -1.328 3.629
C 1.382 -2.701 3.226
C 1.895 -3.574 4.352
H -3.798 -2.881 4.152
H -2.334 -3.855 4.423
H -2.402 -2.740 3.049
H -2.332 -1.940 5.993
H -2.564 -0.816 4.650
H 2.043 -2.780 2.353
H 0.378 -3.014 2.927
H 2.902 -3.262 4.638
H 1.925 -4.623 4.042
H 1.240 -3.468 5.215
O 2.251 0.950 1.756
C 1.682 0.034 1.458
*
```

Computed properties:
Gap between HOMO and LUMO in eV: 5.158
LUMO level in eV: 1.967
E_HOMO in eV: -3.2
ΔE to the lowest compared entry with this formula, charge and spin in kcal per mole: 124.9

These are the Löwdin partial charges, in e, on atoms 1 to 99: 0.541, -0.003, -0.064, -0.039, -0.054, 0.021, -0.445, -0.044, -0.070, -0.037, -0.101, -0.040, -0.785, 0.249, -0.434, 1.153, 0.096, 0.099, 0.072, 0.121, 0.126, 0.076, 0.066, 0.121, 0.120, 0.091, 0.041, 0.030, -0.362, 0.802, -0.291, 0.716, -0.322, -0.252, -0.065, -0.064, -0.081, -0.081, -0.081, -0.261, -0.065, -0.077, -0.091, -0.088, -0.080, -0.352, -0.172, -0.167, -0.092, -0.270, -0.082, -0.270, -0.076, -0.085, -0.092, -0.080, -0.064, 0.037, 0.056, 0.088, 0.109, 0.102, 0.104, 0.100, 0.111, 0.105, 0.100, 0.101, 0.099, 0.051, 0.086, 0.077, 0.115, 0.100, 0.114, 0.099, 0.098, 0.103, 0.101, -0.036, -0.042, -0.229, 0.023, -0.415, -0.428, 0.080, -0.543, -0.052, 0.090, 0.076, 0.090, 0.138, 0.114, -0.081, -0.330, -0.349, 0.757, -0.487, 0.047


This record from the Open Molecules 2025 dataset describes a single C6H12N2 molecule at a distorted geometry. The level of theory is ωB97M-V/def2-TZVPD.

Geometry as ORCA input:
```
! RIJCOSX wB97M-V def2-TZVPD def2/J DEFGRID3
* xyz 0 1
C 0.830 -0.856 -1.896
C -1.878 0.871 0.346
C 2.109 0.788 2.120
C 0.115 -0.075 -0.819
C -1.230 -0.062 -0.660
N -2.127 -0.846 -1.372
C 1.244 0.102 1.109
N 0.957 0.670 -0.015
H -3.004 -1.003 -0.881
H -1.732 -1.709 -1.732
H 0.853 -0.894 1.394
H 0.182 -1.548 -2.439
H 1.261 -0.165 -2.628
H 1.645 -1.447 -1.464
H -2.111 0.328 1.267
H -1.249 1.731 0.597
H -2.811 1.279 -0.058
H 1.512 0.983 3.015
H 2.501 1.729 1.728
H 2.934 0.125 2.388
*
```

Computed properties:
Gap between HOMO and LUMO in eV: 8.231
LUMO level in eV: 1.050
E_HOMO in eV: -7.2
ΔE to the lowest compared entry with this formula, charge and spin in kcal per mole: 21.2

Here is what natural (NBO) gives for the atomic charges, in e: -0.633, -0.654, -0.670, 0.046, 0.139, -0.821, 0.151, -0.422, 0.373, 0.373, 0.154, 0.202, 0.223, 0.208, 0.208, 0.234, 0.213, 0.223, 0.232, 0.220


This record from the Open Molecules 2025 dataset describes a molecular structure, C11H10I2IrN4O4. The level of theory is ωB97M-V/def2-TZVPD.

Geometry as ORCA input:
```
! RIJCOSX wB97M-V def2-TZVPD def2/J DEFGRID3
* xyz 3 5
Ir 0.717 0.714 0.000
I -2.899 -3.223 -0.003
C -3.072 -1.219 -0.002
C -4.370 -0.653 -0.002
C -4.568 0.731 -0.001
I -6.490 1.359 -0.001
C -3.433 1.627 0.000
C -3.514 3.033 0.000
C -2.360 3.774 0.001
C -1.120 3.126 0.001
N -1.021 1.802 0.000
C -2.157 1.058 0.000
C -1.919 -0.373 -0.001
O -0.734 -0.809 -0.001
H -5.228 -1.314 -0.002
H -4.474 3.533 0.000
H -2.388 4.855 0.002
H -0.198 3.691 0.001
C 5.583 -1.970 -0.003
O 4.553 -0.946 -0.003
C 3.286 -1.239 0.000
O 2.521 -0.244 -0.001
N 2.905 -2.514 0.002
N 1.552 -2.859 0.005
H 6.518 -1.424 -0.005
H 5.510 -2.575 -0.906
H 5.513 -2.572 0.903
H 3.611 -3.237 0.002
H 1.362 -3.413 0.833
H 1.359 -3.415 -0.821
O 3.035 2.438 0.001
N 1.918 2.258 0.001
*
```

Computed properties:
Gap between HOMO and LUMO (alpha / beta) in eV: 7.908 / 4.523
LUMO level (alpha / beta) in eV: -10.453 / -14.070
E_HOMO (alpha / beta) in eV: -18.4 / -18.6
ΔE to the lowest compared entry with this formula, charge and spin in kcal per mole: 0.0

Here is what natural (NBO) gives for the atomic charges, in e: 1.175, 0.876, -0.325, -0.086, -0.209, 0.805, -0.121, -0.078, -0.179, 0.124, -0.452, 0.172, 0.394, -0.578, 0.275, 0.262, 0.285, 0.250, -0.284, -0.438, 0.941, -0.751, -0.446, -0.647, 0.254, 0.206, 0.206, 0.416, 0.377, 0.377, 0.024, 0.175


This record from the Open Molecules 2025 dataset describes a single C3H7N2OP molecule at a distorted geometry. The level of theory is ωB97M-V/def2-TZVPD.

Geometry as ORCA input:
```
! RIJCOSX wB97M-V def2-TZVPD def2/J DEFGRID3
* xyz 0 1
C -1.328 1.641 0.334
C -0.956 0.748 -0.697
C 0.355 -0.963 1.480
N -0.448 2.117 -0.440
N 1.617 -0.293 -1.095
O -0.401 -1.915 -1.290
P 0.095 -0.773 -0.525
H -2.003 1.933 1.096
H -1.622 0.394 -1.579
H 0.687 -2.017 1.663
H 1.015 -0.112 1.721
H -0.584 -0.975 2.094
H 2.044 0.479 -0.654
H 1.528 -0.263 -2.108
*
```

Computed properties:
Gap between HOMO and LUMO in eV: 10.302
LUMO level in eV: 0.711
E_HOMO in eV: -9.6
ΔE to the lowest compared entry with this formula, charge and spin in kcal per mole: 3.5

Here is what natural (NBO) gives for the atomic charges, in e: 0.087, -0.519, -0.968, -0.289, -1.177, -1.081, 1.996, 0.220, 0.215, 0.253, 0.228, 0.236, 0.395, 0.404


Question: Number 5 is which compound?
Answer: C11H10I2IrN4O4